18
Properties=species:S:1:pos:R:3:lowdin_charge:R:1 method="wB97M-V/def2-TZVPD" max_force_ev_per_a=3.4 charge=+1 e_homo_ev=-13.6 e_above_lowest_kcal_mol=85.4 gap_ev=8.84 e_lumo_ev=-4.72 energy_ha=-285.42931
C 1.111 -1.123 1.014 0.01
C 1.585 1.246 0.879 0.00
C 0.744 0.029 -1.045 0.16
N -2.089 0.341 -0.288 -0.10
N -2.295 -0.720 -1.215 -0.09
N 1.150 0.052 0.194 -0.21
H 0.880 -0.855 2.116 0.16
H 0.478 -1.835 0.609 0.08
H 2.074 -1.429 0.922 0.08
H 1.547 2.050 0.088 0.13
H 1.047 1.500 1.808 0.12
H 2.591 1.190 1.212 0.10
H -3.119 -0.696 -1.814 0.08
H 0.410 -0.991 -1.506 0.16
H 0.776 0.914 -1.669 0.12
H -1.466 1.070 -0.703 0.06
H -3.026 0.726 -0.030 0.10
H -2.401 -1.471 -0.572 0.05


20
Properties=species:S:1:pos:R:3:lowdin_charge:R:1 method="wB97M-V/def2-TZVPD" max_force_ev_per_a=7.6 e_homo_ev=-10.2 e_above_lowest_kcal_mol=56.3 gap_ev=10.80 e_lumo_ev=0.65 energy_ha=-419.55876
C 0.449 1.726 0.277 -0.28
N -0.214 0.504 0.515 0.06
C -0.703 -0.324 -0.476 -0.54
N -0.695 0.127 -1.826 0.18
O -1.163 -1.418 -0.265 0.05
C 1.861 1.604 -0.242 -0.28
C 2.877 1.556 0.907 -0.16
H 0.605 2.455 1.101 0.12
H -0.249 2.425 -0.363 0.14
H 0.146 0.129 1.406 0.16
H -0.625 1.144 -1.981 0.10
H -1.185 -0.351 -2.443 0.03
H 2.387 0.803 -0.968 0.15
H 2.185 2.585 -0.841 0.14
H 2.818 0.537 1.423 0.10
H 3.939 1.685 0.759 0.06
H 2.771 2.421 1.469 0.03
H -3.022 -2.952 1.301 0.03
H -1.877 -2.950 0.474 -0.10
O -2.391 -3.547 0.895 -0.03


192
Properties=species:S:1:pos:R:3:lowdin_charge:R:1 method="wB97M-V/def2-TZVPD" max_force_ev_per_a=5.2 e_homo_ev=-8.1 e_above_lowest_kcal_mol=152.5 gap_ev=8.17 e_lumo_ev=0.05 energy_ha=-3775.20399
C 5.261 0.941 -3.491 -0.79
O 6.386 0.572 -3.356 0.05
N 4.274 0.290 -2.885 0.18
N 4.832 2.072 -3.960 0.17
H 4.457 -0.450 -2.223 0.08
H 3.352 0.689 -2.987 0.06
H 3.868 2.347 -3.837 0.05
H 5.432 2.704 -4.470 0.12
C 1.591 2.951 -4.239 -0.69
O 2.079 1.979 -3.722 0.02
N 1.610 4.218 -3.792 0.17
N 0.739 3.033 -5.241 0.18
H 0.998 4.955 -4.111 0.11
H 2.272 4.402 -3.051 0.06
H 0.333 3.882 -5.609 0.12
H 0.636 2.090 -5.587 0.08
C -0.539 -0.083 -0.815 -0.77
O -0.706 -0.694 0.191 0.06
N 0.581 0.037 -1.507 0.20
N -1.514 0.540 -1.412 0.19
H 1.228 -0.702 -1.269 0.07
H 0.631 0.717 -2.251 0.08
H -1.449 1.111 -2.243 0.10
H -2.400 0.341 -0.970 0.05
C -0.101 5.801 8.024 -0.11
O 0.262 5.664 6.674 -0.20
C 1.612 5.448 6.475 -0.24
C 2.106 4.002 6.714 -0.19
N 1.757 3.003 5.658 -0.04
C 0.310 2.702 5.572 -0.21
C -0.042 2.093 4.267 -0.22
O 0.621 0.829 4.061 -0.21
C 0.556 0.440 2.666 -0.08
H 0.423 6.590 8.563 0.09
H -0.115 4.825 8.510 0.08
H -1.161 6.054 8.026 0.09
H 2.198 6.178 7.033 0.12
H 1.805 5.584 5.411 0.12
H 1.775 3.660 7.695 0.10
H 3.194 4.022 6.766 0.11
H 2.165 2.101 5.855 0.10
H -0.397 3.531 5.603 0.12
H 0.066 2.000 6.369 0.12
H 0.268 2.738 3.445 0.10
H -1.104 1.853 4.226 0.12
H -0.460 0.523 2.279 0.06
H 0.936 -0.563 2.474 0.07
H 1.275 1.152 2.262 0.07
C -1.622 6.199 -0.268 -0.06
O -0.674 6.204 0.866 -0.21
C -0.576 4.996 1.613 -0.20
C 0.185 3.955 0.748 -0.21
N 1.578 4.359 0.532 -0.04
C 2.318 3.258 -0.037 -0.20
C 3.722 3.869 -0.510 -0.14
O 3.410 4.775 -1.618 -0.25
C 4.548 5.199 -2.418 -0.07
H -2.584 5.841 0.096 0.08
H -1.298 5.525 -1.062 0.07
H -1.726 7.233 -0.596 0.08
H -1.549 4.615 1.922 0.11
H -0.034 5.106 2.552 0.12
H -0.235 3.691 -0.222 0.10
H 0.063 3.041 1.330 0.08
H 1.624 5.217 0.001 0.11
H 1.862 2.678 -0.838 0.09
H 2.468 2.522 0.753 0.09
H 4.366 3.065 -0.868 0.10
H 4.306 4.203 0.347 0.12
H 4.001 5.826 -3.123 0.08
H 5.154 4.442 -2.915 0.07
H 5.162 5.873 -1.820 0.09
C 1.165 0.124 -8.060 -0.12
O 0.426 0.611 -6.985 -0.23
C -0.120 -0.500 -6.270 -0.17
C -1.295 0.069 -5.365 -0.19
N -2.158 0.949 -6.143 -0.05
C -3.307 1.441 -5.381 -0.18
C -4.081 2.670 -6.080 -0.13
O -3.228 3.833 -6.357 -0.21
C -2.829 4.750 -5.387 -0.13
H 1.534 0.988 -8.612 0.10
H 0.579 -0.465 -8.765 0.09
H 1.954 -0.557 -7.740 0.09
H 0.683 -0.849 -5.621 0.12
H -0.519 -1.290 -6.907 0.12
H -0.919 0.480 -4.429 0.08
H -1.741 -0.831 -4.942 0.11
H -1.780 1.801 -6.534 0.10
H -2.952 1.855 -4.438 0.09
H -3.956 0.621 -5.074 0.10
H -4.860 2.996 -5.391 0.11
H -4.628 2.267 -6.932 0.11
H -3.585 5.535 -5.385 0.09
H -1.939 5.285 -5.719 0.08
H -2.705 4.258 -4.422 0.08
C -2.092 -2.532 2.855 -0.15
O -1.701 -3.047 4.068 -0.20
C -0.654 -2.403 4.853 -0.14
C -0.135 -3.348 5.990 -0.18
N -0.982 -3.426 7.200 -0.08
C -0.646 -4.495 8.139 -0.17
C 0.887 -4.550 8.651 -0.18
O 1.788 -5.082 7.689 -0.21
C 3.088 -5.027 8.034 -0.17
H -2.161 -1.448 2.936 0.07
H -3.041 -2.944 2.510 0.10
H -1.378 -2.614 2.035 0.05
H -1.267 -1.606 5.275 0.12
H 0.163 -2.102 4.198 0.11
H 0.844 -2.985 6.301 0.11
H 0.056 -4.296 5.486 0.12
H -1.937 -3.129 7.064 0.11
H -0.965 -5.458 7.741 0.11
H -1.183 -4.262 9.058 0.10
H 0.944 -5.137 9.567 0.11
H 1.179 -3.523 8.871 0.12
H 3.796 -5.622 7.457 0.09
H 3.227 -5.332 9.071 0.08
H 3.376 -3.978 7.966 0.09
C -4.647 0.944 3.601 -0.07
O -3.525 1.411 2.789 -0.22
C -3.347 0.980 1.408 -0.21
C -4.401 1.389 0.387 -0.21
N -4.303 0.822 -0.917 -0.10
C -4.676 -0.557 -1.010 -0.18
C -4.258 -1.237 -2.315 -0.22
O -5.111 -1.044 -3.387 -0.21
C -5.156 -2.022 -4.391 -0.10
H -5.596 1.393 3.310 0.08
H -4.385 1.173 4.635 0.08
H -4.655 -0.143 3.518 0.08
H -3.255 -0.106 1.388 0.09
H -2.357 1.346 1.138 0.10
H -4.397 2.478 0.432 0.13
H -5.333 1.010 0.807 0.11
H -4.877 1.384 -1.529 0.13
H -5.749 -0.584 -0.823 0.13
H -4.168 -1.223 -0.313 0.12
H -4.084 -2.287 -2.082 0.11
H -3.343 -0.833 -2.749 0.11
H -4.133 -2.381 -4.498 0.07
H -5.557 -1.492 -5.255 0.09
H -5.760 -2.903 -4.177 0.09
C -5.788 -7.521 -6.722 -0.08
O -4.464 -7.158 -6.290 -0.19
C -4.259 -5.776 -6.066 -0.22
C -3.073 -5.522 -5.035 -0.20
N -3.635 -6.066 -3.827 -0.08
C -2.745 -6.154 -2.684 -0.22
C -2.476 -4.879 -2.025 -0.21
O -1.713 -5.129 -0.812 -0.19
C -1.170 -4.002 -0.200 -0.13
H -6.588 -7.388 -5.994 0.09
H -5.785 -8.571 -7.017 0.08
H -5.993 -6.959 -7.633 0.08
H -5.104 -5.221 -5.658 0.11
H -3.928 -5.217 -6.941 0.11
H -2.884 -4.462 -4.865 0.10
H -2.163 -5.943 -5.461 0.12
H -3.893 -6.990 -4.144 0.10
H -1.898 -6.661 -3.147 0.12
H -3.099 -6.786 -1.870 0.13
H -3.486 -4.610 -1.714 0.12
H -1.941 -4.096 -2.562 0.12
H -2.038 -3.365 -0.029 0.07
H -0.600 -3.435 -0.936 0.08
H -0.602 -4.160 0.717 0.09
C 7.810 -3.566 3.948 -0.11
O 6.789 -2.920 3.169 -0.20
C 6.674 -1.512 3.475 -0.20
C 5.542 -0.759 2.700 -0.18
N 5.959 -0.434 1.336 -0.06
C 4.944 0.157 0.513 -0.20
C 3.725 -0.719 0.117 -0.25
O 4.269 -1.692 -0.691 -0.21
C 3.390 -2.734 -1.028 -0.07
H 8.817 -3.385 3.572 0.08
H 7.675 -4.648 3.971 0.08
H 7.827 -3.178 4.966 0.08
H 7.667 -1.072 3.393 0.12
H 6.343 -1.369 4.504 0.11
H 5.344 0.178 3.221 0.12
H 4.690 -1.431 2.603 0.11
H 6.121 -1.333 0.904 0.10
H 5.368 0.588 -0.394 0.11
H 4.552 1.027 1.040 0.11
H 2.962 -0.044 -0.272 0.10
H 3.278 -1.212 0.981 0.11
H 3.029 -3.435 -0.276 0.09
H 3.793 -3.372 -1.815 0.10
H 2.520 -2.146 -1.321 0.06


15
Properties=species:S:1:pos:R:3:lowdin_charge:R:1 method="wB97M-V/def2-TZVPD" max_force_ev_per_a=9.3 e_homo_ev=-9.6 e_above_lowest_kcal_mol=141.7 gap_ev=9.02 e_lumo_ev=-0.53 energy_ha=-395.92254
C -1.116 0.264 0.715 -0.55
C -0.717 -0.478 -0.410 -0.10
C 0.782 -0.329 -0.263 -0.37
C 1.803 -0.499 -1.397 -0.02
H -3.080 -0.409 1.111 0.12
H -1.301 -1.401 -0.052 0.16
H -1.056 -0.119 -1.380 0.13
H 1.017 -1.125 0.346 0.12
H 0.939 1.645 -0.252 0.10
H -0.151 0.660 2.236 0.20
H 1.512 -1.189 -2.392 0.18
N -2.209 0.275 1.423 0.08
N 1.042 0.916 0.432 -0.01
N -0.214 1.259 1.233 0.04
O 2.750 0.530 -1.350 -0.08


92
Properties=species:S:1:pos:R:3:lowdin_charge:R:1 method="wB97M-V/def2-TZVPD" max_force_ev_per_a=0.9 e_homo_ev=-9.2 gap_ev=8.37 e_lumo_ev=-0.84 energy_ha=-4266.98092
N -1.007 3.235 -5.662 0.09
C -0.058 3.075 -4.841 -0.27
C -0.025 3.810 -3.524 -0.16
C 1.299 3.630 -2.824 -0.23
C 2.136 4.732 -2.662 0.06
C 3.380 4.572 -2.063 -0.07
C 3.789 3.325 -1.589 -0.08
C 2.944 2.231 -1.686 -0.01
C 1.710 2.390 -2.315 -0.51
S 0.584 1.011 -2.398 0.85
C 5.148 3.226 -0.986 -0.30
O 5.407 2.493 -0.074 0.15
C 6.154 4.117 -1.614 -0.09
C 7.481 3.744 -1.767 0.02
C 8.365 4.611 -2.397 0.01
C 7.948 5.857 -2.849 -0.30
O 8.855 6.723 -3.417 0.04
C 6.625 6.254 -2.683 0.07
C 5.742 5.372 -2.079 -0.08
C 4.305 5.723 -1.914 -0.30
O 3.925 6.834 -1.664 0.14
H -0.826 2.676 -6.493 0.05
H 0.785 2.427 -5.069 0.11
H -0.845 3.482 -2.892 0.11
H -0.164 4.859 -3.762 0.12
H 1.863 5.720 -2.999 0.13
H 3.242 1.282 -1.273 0.12
H 1.312 0.081 -3.032 -0.11
H 7.829 2.785 -1.418 0.12
H 9.398 4.339 -2.543 0.12
H 8.734 6.740 -4.371 0.11
H 6.291 7.224 -3.012 0.13
O 4.384 7.105 3.853 -0.27
S 5.083 8.352 3.810 0.56
O 4.404 9.566 4.144 -0.28
O 5.772 8.504 2.388 -0.26
C 4.942 8.359 1.212 -0.25
C 4.051 9.560 0.968 -0.07
C 6.558 8.243 4.763 -0.12
H 4.360 7.440 1.288 0.11
H 5.638 8.238 0.385 0.12
H 3.308 9.674 1.756 0.07
H 3.528 9.439 0.020 0.08
H 4.642 10.476 0.937 0.08
H 7.086 7.332 4.494 0.07
H 6.256 8.216 5.807 0.08
H 7.165 9.124 4.569 0.07
O -2.406 -1.258 -2.317 -0.29
S -3.399 -0.228 -2.225 0.55
O -3.448 0.620 -1.075 -0.28
O -4.826 -0.878 -2.470 -0.26
C -5.207 -2.004 -1.645 -0.25
C -5.584 -1.604 -0.234 -0.07
C -3.346 0.774 -3.671 -0.12
H -4.405 -2.744 -1.650 0.10
H -6.066 -2.451 -2.141 0.12
H -4.729 -1.202 0.308 0.07
H -5.953 -2.474 0.309 0.07
H -6.355 -0.834 -0.248 0.09
H -3.329 0.132 -4.547 0.08
H -2.432 1.364 -3.615 0.04
H -4.215 1.426 -3.677 0.08
O -5.925 -5.037 -0.449 -0.28
S -5.484 -6.250 -1.070 0.57
O -6.258 -6.854 -2.111 -0.27
O -5.179 -7.320 0.059 -0.26
C -6.227 -7.625 1.009 -0.24
C -7.329 -8.479 0.412 -0.07
C -3.832 -6.044 -1.641 -0.12
H -6.620 -6.696 1.425 0.12
H -5.737 -8.164 1.817 0.11
H -7.875 -7.945 -0.364 0.07
H -8.035 -8.763 1.192 0.08
H -6.913 -9.380 -0.038 0.08
H -3.235 -5.602 -0.848 0.08
H -3.877 -5.380 -2.502 0.07
H -3.442 -7.014 -1.936 0.07
O -4.841 -8.721 4.349 -0.28
S -3.967 -8.500 5.462 0.57
O -2.947 -7.502 5.383 -0.27
O -3.320 -9.890 5.879 -0.26
C -2.639 -10.652 4.859 -0.25
C -1.286 -10.074 4.493 -0.07
C -4.913 -8.241 6.922 -0.12
H -3.286 -10.744 3.985 0.11
H -2.521 -11.645 5.286 0.12
H -1.383 -9.099 4.018 0.07
H -0.775 -10.742 3.800 0.08
H -0.671 -9.948 5.383 0.09
H -5.674 -9.012 6.994 0.08
H -5.370 -7.259 6.829 0.08
H -4.245 -8.265 7.779 0.08


17
Properties=species:S:1:pos:R:3:lowdin_charge:R:1 method="wB97M-V/def2-TZVPD" max_force_ev_per_a=4.8 e_homo_ev=-9.7 e_above_lowest_kcal_mol=67.2 gap_ev=9.84 e_lumo_ev=0.13 energy_ha=-492.39585
C -0.972 -0.976 -0.501 -0.13
C -1.165 0.613 -0.022 -0.38
C 1.175 1.132 -0.626 -0.08
C 1.717 -0.146 -0.006 -0.47
H -1.754 -2.002 0.998 0.05
H -2.723 -0.814 0.375 0.06
H 0.036 -1.125 -0.133 0.05
H -0.829 -1.383 -1.520 0.12
H -0.338 2.225 0.539 0.16
H 1.214 0.876 -1.642 0.12
H 1.616 2.147 -0.470 0.16
H 1.556 0.488 1.795 0.09
N -2.150 -1.659 0.138 0.00
N -0.057 1.383 0.030 0.03
O -2.291 1.138 0.071 0.03
O 2.118 -1.081 -0.708 0.09
O 1.690 -0.333 1.364 0.11